1.
# C25H47Br18FNO6P

C25H47Br18FNO6P as an isolated structure at a distorted geometry (ωB97M-V with the def2-TZVPD basis set, the Open Molecules 2025 dataset).

HOMO-LUMO gap: 9.25 eV
max |F|: 2.3 eV/A
multiplicity: 1

Last column: Löwdin charge in e.
Geometry (Å):
O: -3.551 -0.543 -2.878  0.21
C: -3.722 0.483 -2.366  -0.30
N: -3.804 1.417 -1.572  0.17
C: -3.047 2.653 -1.956  -0.35
C: -1.565 2.438 -1.609  -0.11
P: -0.433 2.815 -2.975  0.43
O: -0.162 1.655 -3.838  -0.30
O: 0.961 3.264 -2.265  -0.37
O: -0.942 4.079 -3.777  -0.11
O: -3.510 3.711 -1.147  0.02
C: -4.704 4.284 -1.556  -0.43
O: -4.698 5.389 -2.018  0.16
C: -6.020 3.556 -1.372  -0.12
C: -6.499 2.825 -2.641  -0.15
C: -7.372 3.701 -3.529  -0.20
F: -7.301 3.238 -4.841  -0.06
H: -3.222 2.847 -3.018  0.15
H: -1.379 1.405 -1.319  0.12
H: -1.310 3.123 -0.796  0.11
H: 1.147 2.611 -1.571  0.05
H: -0.729 3.980 -4.717  0.05
H: -5.848 2.790 -0.609  0.11
H: -6.783 4.234 -0.986  0.03
H: -5.664 2.403 -3.199  0.10
H: -7.115 1.982 -2.316  0.12
H: -7.044 4.745 -3.517  0.12
H: -8.416 3.702 -3.205  0.12
Br: 1.961 4.100 -5.750  0.69
C: 3.214 5.593 -5.802  -0.66
C: 3.782 5.883 -4.439  -0.69
Br: 2.527 6.833 -3.301  0.60
H: 2.686 6.438 -6.232  0.05
H: 4.001 5.275 -6.482  0.06
H: 4.642 6.544 -4.520  0.06
H: 4.067 4.981 -3.905  0.02
Br: 4.622 3.112 1.525  0.63
C: 5.124 4.606 0.382  -0.68
C: 3.930 5.444 0.010  -0.63
Br: 2.866 4.573 -1.372  0.77
H: 5.620 4.190 -0.489  0.05
H: 5.842 5.177 0.967  0.06
H: 4.248 6.392 -0.427  0.05
H: 3.270 5.641 0.848  0.05
Br: -8.892 5.113 0.252  0.66
C: -7.773 4.862 1.825  -0.69
C: -8.527 5.156 3.094  -0.70
Br: -8.733 7.068 3.377  0.61
H: -6.901 5.495 1.695  0.06
H: -7.470 3.817 1.796  0.06
H: -7.972 4.795 3.957  0.06
H: -9.524 4.727 3.100  0.05
Br: 4.048 -0.199 0.273  0.56
C: 5.067 0.550 -1.197  -0.70
C: 6.345 -0.204 -1.436  -0.71
Br: 7.697 0.237 -0.104  0.60
H: 5.230 1.599 -0.961  0.01
H: 4.414 0.471 -2.064  0.00
H: 6.781 0.080 -2.391  0.03
H: 6.211 -1.280 -1.406  0.05
Br: 1.499 -2.207 2.020  0.59
C: 1.953 -4.098 1.990  -0.73
C: 2.903 -4.421 0.871  -0.68
Br: 1.987 -4.474 -0.845  0.60
H: 1.019 -4.644 1.923  0.00
H: 2.416 -4.294 2.955  0.00
H: 3.322 -5.417 1.004  0.06
H: 3.709 -3.699 0.778  0.04
Br: 0.800 -7.375 3.033  0.62
C: -1.034 -7.156 2.415  -0.67
C: -1.892 -6.497 3.461  -0.69
Br: -2.367 -7.731 4.887  0.61
H: -1.389 -8.141 2.132  0.05
H: -0.969 -6.527 1.528  0.06
H: -2.838 -6.175 3.031  0.06
H: -1.403 -5.649 3.931  0.03
Br: 2.583 -3.914 5.862  0.64
C: 0.678 -4.292 5.975  -0.70
C: 0.214 -4.405 7.402  -0.69
Br: 0.732 -6.105 8.188  0.60
H: 0.505 -5.200 5.402  0.01
H: 0.193 -3.452 5.480  0.06
H: -0.872 -4.385 7.451  0.06
H: 0.618 -3.625 8.039  0.05
Br: 3.175 -9.971 7.879  0.61
C: 2.600 -10.425 6.078  -0.69
C: 3.631 -10.038 5.052  -0.68
Br: 3.618 -8.123 4.717  0.57
H: 1.644 -9.936 5.919  0.05
H: 2.459 -11.504 6.086  0.06
H: 3.404 -10.498 4.092  0.06
H: 4.642 -10.300 5.346  0.05
Br: 5.053 -0.561 -4.986  0.63
C: 3.198 -0.374 -5.560  -0.67
C: 2.340 0.241 -4.489  -0.71
Br: 1.909 -1.036 -3.088  0.63
H: 2.861 -1.363 -5.855  0.05
H: 3.236 0.272 -6.434  0.06
H: 1.379 0.547 -4.895  0.03
H: 2.810 1.092 -4.007  0.04

Atomic forces in eV per Å
O -0.5 0.3 -0.7
C 0.6 -0.8 1.6
N 0.1 0.4 -1.5
C -0.3 -0.8 1.1
C -0.1 1.2 -0.4
P 1.5 -1.1 -0.3
O -0.7 -0.1 -0.3
O -2.1 -0.6 -0.4
O -0.2 0.2 0.6
O -0.2 -0.1 -0.5
C -1.0 1.1 -0.5
O 0.4 0.0 0.1
C 0.8 -1.3 0.7
C -0.6 0.1 0.3
C 0.4 0.4 0.0
F -0.2 0.0 0.1
H 0.1 0.3 0.1
H 0.1 0.1 0.0
H -0.1 -0.2 0.1
H 0.3 0.1 0.0
H 0.1 0.1 0.1
H -0.1 0.1 0.0
H 0.3 0.1 -0.3
H -0.1 0.2 -0.2
H 0.2 -0.1 -0.1
H 0.2 -0.1 -0.1
H 0.0 -0.2 -0.1
Br 0.0 0.0 0.0
C 0.0 -0.1 0.0
C 0.0 0.3 0.1
Br -0.2 1.1 -1.1
H 0.0 0.0 0.1
H 0.0 0.0 0.0
H 0.0 0.0 -0.1
H 0.0 0.0 0.0
Br 0.0 0.1 -0.1
C 0.1 0.0 0.4
C 0.1 0.0 -0.6
Br 1.1 -0.4 2.0
H 0.0 0.0 0.0
H 0.0 0.1 0.0
H 0.0 0.0 0.0
H 0.0 -0.1 0.0
Br -0.1 0.1 0.1
C -0.1 -0.2 -0.2
C 0.1 0.2 0.2
Br -0.1 0.0 0.0
H 0.0 0.0 0.0
H 0.0 0.0 0.0
H 0.0 0.0 0.0
H 0.0 0.0 -0.1
Br 0.0 -0.2 0.0
C -0.3 -0.1 0.0
C 0.2 0.1 0.0
Br 0.0 -0.1 0.0
H 0.1 0.0 0.0
H 0.1 -0.1 0.0
H 0.0 0.0 0.0
H -0.1 0.0 0.0
Br -0.1 0.0 0.0
C 0.1 0.2 0.2
C -0.1 -0.2 -0.2
Br 0.0 0.1 0.0
H 0.0 0.0 -0.1
H 0.0 0.0 0.0
H 0.0 0.0 0.1
H 0.0 0.1 0.0
Br -0.2 -0.2 0.0
C 0.3 0.2 -0.1
C -0.2 -0.2 0.0
Br 0.1 0.1 0.0
H -0.1 0.0 0.0
H -0.1 0.0 0.0
H 0.0 0.0 0.0
H 0.0 0.0 -0.1
Br 0.0 -0.1 0.0
C 0.1 0.2 -0.1
C -0.1 -0.3 0.1
Br 0.1 0.0 0.0
H 0.0 -0.1 0.1
H 0.0 0.0 0.0
H 0.0 0.0 -0.1
H 0.0 0.0 -0.1
Br -0.1 0.1 0.0
C 0.1 -0.1 0.2
C -0.1 0.1 -0.3
Br 0.3 0.0 0.2
H 0.0 0.0 -0.1
H 0.0 0.0 -0.1
H 0.0 0.0 0.0
H 0.0 0.0 0.1
Br 0.0 -0.1 0.0
C 0.1 0.2 0.0
C -0.2 -0.2 -0.1
Br 0.1 0.0 0.1
H 0.0 0.0 0.1
H 0.0 0.0 0.0
H 0.1 0.0 0.0
H 0.0 0.0 -0.1


2.
# C25H47BrF3N4O2

A 3-piece molecular cluster, C25H47BrF3N4O2 overall (ωB97M-V with the def2-TZVPD basis set, the Open Molecules 2025 dataset).

HOMO-LUMO gap (spin up / spin down): 6.14 / 7.44 eV
max |F|: 0.6 eV/A
multiplicity: 3
net charge: +1

Last column: Löwdin charge in e.
Geometry (Å):
C: 7.038 -4.703 3.574  0.04
C: 5.981 -4.958 2.812  -0.15
C: 4.556 -4.744 3.265  -0.12
C: 4.034 -3.329 2.996  -0.44
F: 4.936 -2.597 2.239  0.06
C: 3.749 -2.468 4.211  0.01
N: 2.853 -1.363 3.689  0.04
F: 3.534 -0.172 3.652  0.09
C: 2.315 -1.729 2.260  -0.25
N: 2.857 -0.925 1.219  0.14
C: 2.707 -3.221 2.210  -0.74
F: 2.836 -3.640 0.945  0.07
Br: 1.325 -4.255 3.100  0.94
H: 8.042 -4.880 3.217  0.07
H: 6.935 -4.324 4.586  0.07
H: 6.112 -5.351 1.812  0.11
H: 3.895 -5.446 2.760  0.10
H: 4.483 -4.955 4.333  0.13
H: 4.635 -2.010 4.642  0.16
H: 3.179 -2.990 4.975  0.14
H: 2.073 -1.180 4.326  0.21
H: 1.232 -1.611 2.325  0.14
H: 3.387 -1.498 0.570  0.10
H: 3.490 -0.206 1.546  0.11
C: -0.432 -0.094 -5.116  -0.02
C: 0.918 0.489 -4.665  -0.48
C: 2.009 -0.590 -4.633  -0.13
C: 1.885 -1.568 -3.465  -0.17
C: 1.796 -0.819 -2.138  -0.15
C: 0.653 0.202 -2.110  -0.48
N: 0.828 1.101 -3.294  -0.11
O: 1.635 2.070 -3.086  -0.02
C: -0.711 -0.499 -2.100  -0.02
C: 0.721 1.059 -0.852  -0.05
C: 1.313 1.595 -5.639  -0.04
H: -1.265 0.439 -4.660  0.09
H: -0.523 0.014 -6.196  0.09
H: -0.536 -1.154 -4.889  0.07
H: 2.983 -0.094 -4.579  0.12
H: 1.977 -1.127 -5.584  0.13
H: 1.021 -2.224 -3.595  0.10
H: 2.761 -2.220 -3.458  0.11
H: 1.643 -1.515 -1.307  0.10
H: 2.740 -0.293 -1.958  0.12
H: -1.518 0.230 -2.184  0.09
H: -0.829 -1.012 -1.144  0.09
H: -0.834 -1.238 -2.884  0.06
H: 1.683 1.551 -0.729  0.08
H: 0.545 0.422 0.016  0.06
H: -0.052 1.828 -0.877  0.08
H: 0.582 2.404 -5.622  0.10
H: 1.340 1.172 -6.644  0.09
H: 2.287 2.012 -5.404  0.08
C: -3.461 3.336 2.764  -0.03
C: -3.002 2.467 1.582  -0.47
C: -2.708 3.323 0.341  -0.13
C: -3.961 3.852 -0.350  -0.17
C: -4.933 2.720 -0.669  -0.13
C: -5.314 1.891 0.564  -0.49
N: -4.032 1.438 1.206  -0.11
O: -3.549 0.362 0.713  -0.04
C: -6.184 2.698 1.528  -0.03
C: -6.098 0.651 0.152  -0.04
C: -1.745 1.709 1.995  -0.05
H: -4.146 2.792 3.413  0.09
H: -2.592 3.619 3.358  0.08
H: -3.946 4.257 2.447  0.07
H: -2.140 2.716 -0.372  0.11
H: -2.060 4.148 0.647  0.13
H: -4.447 4.617 0.261  0.10
H: -3.670 4.348 -1.277  0.12
H: -5.850 3.110 -1.117  0.13
H: -4.475 2.049 -1.403  0.12
H: -6.356 2.141 2.450  0.09
H: -7.150 2.867 1.052  0.09
H: -5.776 3.671 1.785  0.06
H: -5.567 0.068 -0.595  0.08
H: -7.056 0.969 -0.262  0.09
H: -6.288 0.011 1.014  0.09
H: -1.957 1.034 2.827  0.09
H: -0.984 2.427 2.311  0.09
H: -1.356 1.126 1.166  0.05

Atomic forces in eV per Å
C -0.3 -0.1 -0.2
C 0.2 0.1 0.3
C 0.1 -0.1 0.1
C -0.1 0.2 -0.1
F 0.1 0.0 -0.2
C -0.1 0.0 0.1
N 0.0 0.0 0.0
F 0.0 0.0 0.1
C -0.2 0.2 -0.3
N 0.4 -0.4 0.1
C -0.1 -0.1 0.3
F 0.1 -0.1 -0.2
Br 0.0 0.0 0.0
H 0.0 0.0 0.0
H 0.0 0.0 0.0
H 0.0 0.1 0.0
H 0.0 -0.1 0.0
H 0.0 0.0 0.0
H 0.1 0.0 -0.1
H 0.0 0.0 0.0
H 0.0 0.0 0.0
H 0.0 0.1 0.2
H -0.1 0.0 0.0
H -0.2 0.2 0.0
C 0.0 0.0 0.0
C -0.1 0.1 0.0
C 0.1 0.0 -0.1
C 0.0 0.1 0.0
C 0.0 -0.1 0.0
C -0.2 0.0 0.1
N 0.3 -0.2 0.0
O -0.1 0.1 0.0
C 0.0 0.1 0.0
C 0.1 0.0 0.1
C 0.0 0.0 0.0
H 0.0 0.0 0.0
H 0.0 0.0 0.0
H 0.0 0.0 0.0
H 0.0 0.0 0.0
H 0.0 0.0 0.0
H 0.0 0.0 0.0
H 0.0 0.0 0.0
H 0.0 0.0 0.0
H 0.0 0.1 0.0
H 0.0 0.0 0.0
H 0.0 0.0 0.0
H 0.0 0.0 0.0
H 0.0 0.0 -0.1
H 0.0 0.0 0.0
H 0.0 0.0 0.0
H 0.0 0.0 0.0
H 0.0 0.0 0.0
H 0.0 0.0 0.0
C 0.0 0.0 0.0
C -0.1 0.0 0.1
C 0.1 0.0 0.0
C 0.0 0.0 0.0
C 0.0 0.0 -0.1
C 0.0 0.0 0.1
N 0.1 0.2 -0.3
O 0.0 -0.1 0.1
C 0.0 0.0 0.0
C 0.0 0.0 0.0
C 0.1 0.0 0.0
H 0.0 0.0 0.0
H 0.0 0.0 0.0
H 0.0 0.0 0.0
H 0.0 0.0 0.0
H 0.0 0.0 0.0
H 0.0 0.0 0.0
H 0.0 0.0 0.0
H 0.0 0.0 0.0
H 0.0 0.0 0.0
H 0.0 0.0 0.0
H 0.0 0.0 0.0
H 0.0 0.0 0.0
H 0.0 0.0 0.0
H 0.0 0.0 0.0
H 0.0 0.0 0.0
H 0.0 0.0 0.0
H 0.0 0.0 0.0
H 0.0 0.0 0.0